This record from the Open Molecules 2025 dataset describes 8 unconnected molecules or ions with the total composition C40H84N4O12 at a distorted geometry. The level of theory is ωB97M-V/def2-TZVPD.

XYZ file:
```
140
Properties=species:S:1:pos:R:3:mulliken_charge:R:1
C 0.5485 -3.0749 -3.0140 -1.2434
C 1.2622 -1.8176 -3.4892 0.5892
C 0.3146 -0.7492 -4.0001 0.1569
N 0.8951 0.5963 -4.3627 0.4353
C -0.2322 1.5467 -4.5532 -1.1136
C -0.8390 2.0718 -3.2625 0.1734
C 0.1677 2.5430 -2.2403 -0.5633
C 1.2081 1.4563 -2.0593 1.1751
C 1.8818 1.1225 -3.3538 -2.2395
C 1.6406 0.4957 -5.6468 -0.9965
H 0.0961 -3.7278 -3.7583 0.4081
H -0.1054 -2.9241 -2.1558 0.0450
H 1.3260 -3.7261 -2.5899 0.4596
H 2.1449 -1.9866 -4.1149 0.2866
H 1.6995 -1.4427 -2.5463 -0.7372
H -0.4203 -0.5771 -3.2105 -0.4517
H -0.1391 -1.1192 -4.9209 0.6760
H -1.0783 1.0769 -5.0540 0.3709
H 0.0970 2.3647 -5.1976 0.3840
H -1.4194 1.2508 -2.8354 -0.2882
H -1.4910 2.9214 -3.4538 0.7640
H -0.2769 2.8672 -1.2997 -0.3263
H 0.6413 3.4640 -2.6141 0.4218
H 0.8737 0.6207 -1.4306 -0.3707
H 2.0360 1.8289 -1.4290 0.1893
H 2.7067 0.4218 -3.2507 1.0616
H 2.2751 2.0238 -3.8273 0.5449
H 2.0778 1.4656 -5.8576 0.4082
H 0.9911 0.1224 -6.4280 0.3669
H 2.4569 -0.1928 -5.4395 0.3429
C -2.7336 -3.1946 3.6045 -1.3461
C -4.0165 -3.0444 2.7912 -0.6343
C -4.1252 -1.6242 2.2982 0.1299
N -5.2403 -1.2473 1.3638 0.7965
C -5.3650 0.2524 1.3881 0.2892
C -6.2897 0.8711 0.3697 -1.4648
C -6.1784 0.2490 -1.0281 0.1538
C -6.0460 -1.2615 -1.0366 -0.9688
C -5.0284 -1.7507 -0.0348 0.4679
C -6.5040 -1.8534 1.8870 -1.2410
H -2.6063 -4.2186 3.9457 0.4650
H -2.6460 -2.5450 4.4810 0.3614
H -1.8708 -2.9503 2.9858 0.1546
H -4.8051 -3.3481 3.4899 0.4438
H -4.0749 -3.8095 2.0140 0.4869
H -3.2377 -1.3322 1.7336 -0.6467
H -4.2002 -0.9371 3.1452 0.5879
H -4.3542 0.6573 1.2674 -0.3423
H -5.6859 0.5381 2.3909 0.4695
H -6.1178 1.9380 0.2082 0.5954
H -7.3481 0.8974 0.6664 0.4125
H -5.2898 0.7096 -1.4906 -0.1792
H -6.9803 0.5997 -1.6822 0.4892
H -5.8456 -1.7385 -1.9927 0.5016
H -7.0593 -1.5898 -0.7487 0.3039
H -4.0734 -1.3330 -0.3749 -0.7032
H -4.8621 -2.8308 0.0067 0.5447
H -6.3211 -2.9197 1.9129 0.3936
H -7.3003 -1.6309 1.1878 0.5214
H -6.7495 -1.4127 2.8479 0.2792
C -0.4122 5.7525 1.3186 -1.4879
C 0.2825 4.4925 1.8193 -0.3210
C -0.7560 3.4085 1.9583 -0.6445
N -0.2570 2.0912 2.5137 1.5719
C 0.2499 2.3116 3.8785 -0.7679
C 0.6513 1.0275 4.5941 -0.5013
C -0.6541 0.2291 4.8299 -1.5940
C -1.1904 -0.0697 3.4363 1.9300
C -1.3934 1.1501 2.5846 -0.4584
C 0.7173 1.5317 1.5753 -0.2369
H -0.7463 5.6271 0.2883 0.3000
H 0.3032 6.5774 1.2680 0.4356
H -1.2280 6.0800 1.9572 0.3840
H 0.6655 4.6642 2.8264 0.3964
H 1.1398 4.2834 1.1829 0.2342
H -1.2823 3.1166 1.0414 -0.0737
H -1.5834 3.7096 2.6007 0.6923
H -0.4496 2.8699 4.4986 0.3419
H 1.1553 2.9202 3.8303 0.6373
H 1.2805 1.1142 5.4755 0.4151
H 1.1874 0.3192 3.9455 -0.0217
H -1.3385 0.9083 5.3470 0.3584
H -0.3784 -0.7121 5.2987 0.6227
H -2.1839 -0.5066 3.4418 -0.9234
H -0.4751 -0.7597 2.9877 -0.2882
H -2.2800 1.6839 2.9585 0.7327
H -1.8251 0.9610 1.5928 -0.7178
H 1.4884 2.2265 1.2484 0.3053
H 0.1546 1.3211 0.6631 -0.2307
H 1.1175 0.5851 1.9280 -0.3501
C 7.0557 3.2574 -1.2866 -1.4876
C 7.0056 1.8338 -0.7514 -0.1194
C 5.5877 1.2960 -0.8743 -0.9605
N 5.3658 -0.0644 -0.3046 1.0781
C 3.9792 -0.4854 -0.7509 -0.1044
C 3.6172 -1.9021 -0.3902 0.2558
C 4.5968 -2.8078 -1.1328 -0.8524
C 5.9762 -2.4890 -0.5908 -0.9985
C 6.3825 -1.0440 -0.8478 -0.6672
C 5.4175 0.0006 1.1808 -0.9801
H 6.3915 3.9115 -0.7235 0.3633
H 6.9351 3.3611 -2.3614 0.3741
H 8.0550 3.6339 -1.0518 0.4226
H 7.2253 1.8633 0.3158 0.2873
H 7.6815 1.1651 -1.2744 0.3308
H 5.2908 1.3035 -1.9308 0.2977
H 4.7857 1.9209 -0.4696 0.4155
H 3.9235 -0.4183 -1.8408 -0.0295
H 3.3429 0.2883 -0.3182 -0.0150
H 2.5578 -2.0094 -0.6281 -0.5800
H 3.7116 -2.0346 0.6914 0.2184
H 4.5232 -2.5164 -2.1871 0.3387
H 4.2706 -3.8194 -0.9035 0.4933
H 6.7084 -3.1824 -0.9970 0.5030
H 5.8821 -2.5962 0.4932 0.3984
H 6.4488 -0.8748 -1.9226 0.3761
H 7.3273 -0.8499 -0.3493 0.5668
H 5.1885 -0.9835 1.5806 0.5391
H 4.7107 0.7341 1.5460 0.2890
H 6.4488 0.1754 1.4772 0.3265
O 1.4055 -2.6956 1.8890 -0.5545
C 2.2602 -2.4040 2.9366 0.6760
O 2.4663 -3.2563 3.7934 -0.7823
O 2.7106 -1.1911 2.9499 -0.6939
H 1.3261 -1.8496 1.4214 0.1034
O -3.6694 1.5184 -1.4689 -0.8904
C -4.2166 2.4011 -0.5416 0.6636
O -3.7210 2.1958 0.6190 -0.7847
O -5.0418 3.2435 -0.8610 -0.7403
H -3.1342 1.0100 -0.8144 0.5175
O -1.9055 -4.7564 -1.5687 -0.3987
C -2.9256 -5.5556 -1.0523 0.5589
O -3.6040 -6.2332 -1.8531 -0.7508
O -3.1348 -5.4626 0.2128 -0.7407
H -1.6413 -4.2342 -0.7811 0.2314
O -1.4277 -2.4168 -0.1561 -0.2093
C -0.8656 -1.1104 -0.3902 -0.5944
O 0.3894 -0.9830 -0.0699 1.0456
O -1.5073 -0.2267 -0.9681 -1.1480
H -0.4993 -2.6380 0.2152 0.4203
```

The value obtained for the energy above the lowest of the compared OMol25 structures with the same formula, charge and spin is 0.0 kcal/mol. Its spin multiplicity is 1. The value obtained for the strongest force on any atom is 4.72 eV Å⁻¹. The HOMO energy is -5.713 eV. The value obtained for the HOMO-LUMO gap is 4.6 eV.